(1)
{
  "formula": "C5H12O2",
  "method": "ωB97M-V/def2-TZVPD",
  "largest_force_ev_per_a": 0.402,
  "smiles": "CC[C@@H](O)CCO",
  "e_lumo_ev": 0.7,
  "total_energy_ev": -9474.4964,
  "total_charge": 0,
  "symbols": ["C", "C", "C", "O", "C", "C", "O", "H", "H", "H", "H", "H", "H", "H", "H", "H", "H", "H", "H"],
  "coordinates": [[-2.678173, 0.322612, -0.618339], [-1.216681, 0.643829, -0.913726], [-0.251402, 0.034547, 0.099085], [-0.560097, -1.339620, 0.230329], [1.204096, 0.226264, -0.340289], [2.205939, -0.021508, 0.773183], [2.052047, -1.365337, 1.221063], [-3.322817, 0.638627, -1.445228], [-2.801592, -0.753533, -0.473414], [-3.022768, 0.828963, 0.290819], [-1.059650, 1.731129, -0.924589], [-0.948961, 0.272306, -1.911683], [-0.396521, 0.545482, 1.070954], [0.164782, -1.731546, 0.742341], [1.354563, 1.245373, -0.718887], [1.398967, -0.467290, -1.168375], [2.017416, 0.681952, 1.599423], [3.230727, 0.148386, 0.411684], [2.611495, -1.500696, 1.994382]],
  "forces_ev_per_a": [[-0.1, 0.0, 0.0], [0.0, 0.0, 0.0], [0.0, 0.4, -0.1], [0.2, -0.2, 0.2], [0.0, 0.0, 0.0], [0.0, 0.4, -0.1], [0.2, -0.1, 0.2], [0.1, 0.0, 0.1], [0.0, 0.2, 0.0], [0.1, -0.1, -0.1], [0.0, -0.2, 0.0], [0.0, 0.0, 0.1], [0.0, -0.1, -0.1], [-0.2, 0.0, -0.1], [0.0, -0.1, 0.1], [0.0, 0.1, 0.1], [0.0, -0.1, -0.1], [-0.2, -0.1, 0.1], [-0.1, 0.0, -0.1]],
  "mulliken_charge": [-1.200, -0.544, 0.298, -0.551, -0.775, -0.452, -0.538, 0.368, 0.291, 0.287, 0.316, 0.352, 0.192, 0.336, 0.321, 0.336, 0.345, 0.323, 0.295]
}

---

(2)
{
  "formula": "C5H12O2S",
  "method": "ωB97M-V/def2-TZVPD",
  "largest_force_ev_per_a": 3.802,
  "smiles": "CSCCCC=O.O",
  "e_lumo_ev": 0.4,
  "total_energy_ev": -20307.0613,
  "total_charge": 0,
  "symbols": ["C", "S", "C", "C", "C", "C", "O", "H", "H", "H", "H", "H", "H", "H", "H", "H", "H", "O", "H", "H"],
  "coordinates": [[3.199353, 0.742566, 0.393872], [2.151733, -0.831593, 0.767232], [0.364379, -0.442666, 1.125646], [-0.262879, 0.934428, 1.071373], [-1.075979, 1.198916, -0.248785], [-1.741856, 0.013506, -0.907822], [-2.979326, -0.106684, -1.094736], [3.706601, 0.847160, 1.359073], [3.869784, 0.664250, -0.585733], [2.367915, 1.482573, 0.261233], [0.454633, -0.643000, 2.286587], [-0.209627, -1.189533, 0.423584], [0.384238, 1.772572, 1.456840], [-1.019058, 0.991143, 1.975551], [-1.789703, 2.050640, -0.147197], [-0.485282, 1.725684, -0.995772], [-1.114347, -0.955311, -1.129754], [-1.861121, -2.948162, -2.315084], [-1.589451, -3.136920, -1.474905], [-2.370006, -2.169570, -2.221204]],
  "forces_ev_per_a": [[-1.4, -0.8, -1.0], [1.0, 0.5, -1.2], [0.6, -1.0, 1.7], [-1.9, 0.8, 1.4], [0.0, 1.8, 0.0], [-2.8, -2.1, 0.2], [3.7, 0.7, 0.3], [0.3, 0.5, -0.8], [-1.5, 0.0, 2.4], [1.2, -0.2, 0.1], [-1.0, -0.5, -2.5], [1.1, 1.2, 2.3], [-0.1, -0.7, -1.2], [0.9, -0.5, -1.9], [-0.2, -1.1, 0.6], [0.9, -0.6, -0.4], [-0.6, 2.0, 0.0], [-0.2, -0.4, -3.4], [1.2, -1.1, 3.4], [-1.2, 1.4, 0.0]],
  "mulliken_charge": [-0.626, -0.129, -0.327, -0.641, -0.751, 0.269, -0.500, 0.254, 0.285, 0.152, 0.315, 0.001, 0.432, 0.303, 0.354, 0.348, 0.241, -0.625, 0.307, 0.339]
}

---

(3)
{
  "formula": "C5H12O2S",
  "method": "ωB97M-V/def2-TZVPD",
  "largest_force_ev_per_a": 7.681,
  "e_lumo_ev": [0.6, -2.8],
  "spin_multiplicity": 3,
  "total_energy_ev": -20302.0869,
  "total_charge": 0,
  "symbols": ["C", "C", "C", "C", "C", "O", "O", "S", "H", "H", "H", "H", "H", "H", "H", "H", "H", "H", "H", "H"],
  "coordinates": [[-2.341436, -0.426539, 0.532589], [1.973816, -0.724937, -1.038554], [-1.328447, 0.658790, 0.672914], [0.531187, -0.223525, -1.193062], [0.077560, 0.110536, 0.552031], [0.563741, 0.990637, -1.840733], [0.248202, -0.940459, 1.448817], [1.263129, 1.605348, 0.876887], [-1.955804, -1.419304, 1.053238], [-3.197373, -0.254416, 1.026124], [-2.608408, -0.674710, -0.398845], [1.948699, -1.875672, -0.829825], [2.505813, -0.617886, -1.867795], [2.478008, -0.079701, -0.368537], [-1.246715, 1.411157, -0.059418], [-1.612325, 1.178494, 1.551937], [-0.085007, -0.896597, -1.602230], [1.329714, 1.579136, -1.623901], [0.898598, -1.558815, 1.224900], [0.557047, 2.158465, 1.883464]],
  "forces_ev_per_a": [[3.4, -2.6, 2.3], [-3.2, -3.3, 2.3], [1.0, -1.4, -0.5], [3.9, 3.0, 5.9], [-1.7, -1.4, -1.8], [-0.6, 1.5, -1.0], [-1.2, 1.3, 0.7], [3.4, 1.7, -0.8], [-0.5, 2.0, -1.1], [-3.2, 1.1, 1.9], [-0.7, -0.9, -3.8], [0.4, 2.1, 0.2], [2.0, 0.3, -4.2], [0.6, 0.0, 1.4], [-1.0, 1.0, -1.5], [0.7, 0.6, 1.5], [-2.6, -2.1, -1.7], [-0.8, -1.3, 0.1], [1.7, -1.1, -0.8], [-1.6, -0.5, 0.9]],
  "mulliken_charge": [-1.380, -1.270, -0.836, -0.338, 0.524, -0.578, -0.521, -0.171, 0.229, 0.483, 0.394, 0.276, 0.513, 0.334, 0.411, 0.424, 0.602, 0.429, 0.313, 0.162]
}

---

(4)
{
  "formula": "C5H12O3",
  "method": "ωB97M-V/def2-TZVPD",
  "largest_force_ev_per_a": 4.584,
  "smiles": "C=C/C(O)=C/C.O.O",
  "e_lumo_ev": 0.4,
  "total_energy_ev": -11520.0744,
  "total_charge": 0,
  "symbols": ["C", "C", "C", "O", "C", "C", "H", "H", "H", "H", "H", "H", "H", "H", "O", "H", "H", "O", "H", "H"],
  "coordinates": [[-2.340204, -0.975987, 0.845897], [-1.095585, -1.602846, 0.668287], [-0.082162, -1.017676, -0.140812], [-0.034077, 0.356573, -0.425670], [0.966436, -1.657836, -0.583112], [1.890496, -1.045212, -1.601715], [-2.416220, 0.045542, 0.544802], [-3.170500, -1.553863, 1.265970], [-0.843440, -2.576716, 1.002383], [-0.781948, 0.833426, -0.049943], [1.261898, -2.654304, -0.536007], [2.439364, -0.171702, -1.094092], [2.567539, -1.763829, -2.042688], [1.353128, -0.552203, -2.410984], [2.097280, 2.544073, 1.119962], [1.422308, 2.418490, 0.442283], [2.731288, 1.798291, 1.038872], [-1.982008, 2.551579, 0.237485], [-2.697110, 2.174394, 0.899764], [-1.286486, 2.849800, 0.819313]],
  "forces_ev_per_a": [[3.1, -2.8, 0.2], [-4.0, 2.3, 0.1], [0.8, 2.3, 0.8], [-0.6, -0.9, 0.1], [1.8, 0.1, -2.6], [0.4, 2.3, 1.0], [-0.6, 0.3, -0.3], [0.3, 0.6, 0.0], [-0.3, -0.9, 0.2], [-0.3, 0.0, -0.1], [-0.7, -1.9, 1.1], [-0.3, -1.3, -0.9], [0.3, -0.1, 0.2], [-0.2, -0.1, 0.0], [0.5, -0.4, 0.1], [0.3, -0.3, 0.0], [-0.9, 0.7, -0.1], [-2.4, -1.6, 1.8], [2.1, 1.3, -2.0], [0.4, 0.3, 0.4]],
  "mulliken_charge": [-0.625, -0.376, 0.771, -0.394, -0.406, -0.930, -0.019, 0.271, 0.350, 0.260, 0.357, 0.109, 0.363, 0.272, -0.646, 0.330, 0.320, -0.700, 0.360, 0.332]
}

---

(5)
{
  "formula": "C5H12O4",
  "method": "ωB97M-V/def2-TZVPD",
  "largest_force_ev_per_a": 0.500,
  "e_lumo_ev": 0.7,
  "total_energy_ev": -13564.9765,
  "total_charge": 0,
  "symbols": ["C", "C", "O", "O", "O", "O", "H", "H", "H", "H", "H", "H", "C", "C", "C", "H", "H", "H", "H", "H", "H"],
  "coordinates": [[-2.201997, -0.038247, -0.039999], [-2.910894, -0.244313, -1.332696], [-0.460537, 0.885537, -0.604187], [-0.201684, 1.872550, 0.422313], [-1.368084, -0.919374, 0.435429], [-2.775038, 0.825768, 0.775336], [-0.171791, 2.683694, -0.102088], [-0.495372, -0.313277, 0.051368], [-2.218771, 0.913242, 1.568009], [-2.204137, -0.614323, -2.071553], [-3.680117, -1.007046, -1.177810], [-3.378971, 0.675204, -1.675229], [2.844367, 0.236165, -0.333898], [2.155144, -0.375257, 0.846007], [2.142460, -1.669699, 1.144390], [1.608538, 0.321414, 1.475814], [3.558734, 1.002802, -0.017735], [3.381644, -0.511688, -0.921029], [2.109739, 0.726229, -0.978888], [2.664471, -2.399472, 0.533549], [1.602296, -2.049910, 2.002897]],
  "forces_ev_per_a": [[0.2, 0.1, 0.2], [0.0, 0.0, 0.0], [-0.2, 0.2, 0.4], [-0.1, -0.3, -0.4], [-0.2, 0.2, -0.1], [0.2, -0.2, -0.2], [0.0, -0.1, 0.0], [0.0, 0.2, 0.0], [0.0, -0.1, 0.0], [0.0, 0.0, 0.0], [0.1, 0.0, 0.0], [0.0, 0.0, 0.0], [0.0, 0.0, 0.0], [0.0, -0.1, 0.0], [0.0, 0.1, -0.1], [0.0, 0.0, 0.0], [0.0, -0.1, 0.0], [0.0, 0.0, 0.0], [0.0, 0.0, 0.0], [0.0, 0.0, 0.0], [0.0, 0.0, 0.0]],
  "mulliken_charge": [0.915, -1.092, -0.533, -0.341, -0.577, -0.420, 0.301, 0.406, 0.380, 0.312, 0.317, 0.321, -0.968, 0.074, -0.733, 0.318, 0.282, 0.330, 0.212, 0.234, 0.263]
}

---

(6)
{
  "formula": "C5H12O4PSi",
  "method": "ωB97M-V/def2-TZVPD",
  "largest_force_ev_per_a": 3.323,
  "e_lumo_ev": 3.3,
  "total_energy_ev": -30740.2095,
  "total_charge": -1,
  "symbols": ["C", "C", "C", "C", "C", "O", "O", "O", "O", "Si", "P", "H", "H", "H", "H", "H", "H", "H", "H", "H", "H", "H", "H"],
  "coordinates": [[0.526412, 2.118100, -0.346770], [1.809262, 2.079571, -1.035337], [-2.726454, 0.366627, 0.608105], [-1.091102, -1.653827, -1.088606], [-0.003686, -1.155988, 1.773676], [2.708682, -2.750529, -0.395625], [0.068496, 3.022822, 0.285128], [2.760088, -0.398727, 0.395107], [-0.172615, 0.975745, -0.367843], [-0.949970, -0.293704, 0.381147], [2.271005, -1.322994, -0.653600], [2.549732, 1.527698, -0.437401], [2.139970, 3.075889, -1.134673], [1.711046, 1.804414, -2.006560], [-3.115664, 0.941589, -0.338624], [-3.493313, -0.376130, 0.805317], [-2.727515, 1.159948, 1.339814], [-0.880963, -2.555697, -0.528168], [-1.990449, -1.632859, -1.776455], [-0.226334, -1.357322, -1.680329], [-0.405377, -0.807551, 2.738462], [0.291457, -2.168461, 1.565703], [0.947283, -0.598608, 1.897537]],
  "forces_ev_per_a": [[-1.3, -1.2, 1.4], [1.0, 1.2, 2.0], [-0.2, 1.2, -1.5], [-0.4, 2.1, 0.8], [0.4, 3.0, 0.4], [-0.6, 0.4, -0.6], [0.1, 1.6, 0.4], [0.3, 1.4, 0.8], [0.4, -0.8, -0.5], [-1.0, -1.3, -2.5], [1.0, -2.1, -0.2], [-0.4, -0.3, -0.5], [0.5, 1.5, 0.3], [-0.2, -1.9, -2.8], [1.1, -1.3, 1.3], [0.0, -0.2, 0.3], [-0.2, 0.1, 0.7], [-0.2, -0.7, -0.6], [0.8, -0.2, 1.2], [0.1, -0.5, -0.1], [-0.6, -1.3, 0.0], [-0.4, -0.5, 0.4], [-0.1, -0.3, -0.8]],
  "mulliken_charge": [0.867, -1.192, -1.142, -0.957, -1.145, -0.606, -0.612, -0.520, -0.182, 0.421, 0.172, 0.213, 0.375, 0.389, 0.250, 0.334, 0.310, 0.319, 0.310, 0.248, 0.398, 0.365, 0.385]
}

---

(7)
{
  "formula": "C5H12OS",
  "method": "ωB97M-V/def2-TZVPD",
  "largest_force_ev_per_a": 4.734,
  "e_lumo_ev": [0.5, 0.0],
  "total_energy_ev": -18257.5866,
  "total_charge": 0,
  "symbols": ["C", "C", "C", "C", "C", "O", "S", "H", "H", "H", "H", "H", "H", "H", "H", "H", "H", "H", "H"],
  "coordinates": [[0.459069, -1.492328, 0.596972], [0.240692, -0.388162, -1.485134], [1.275994, 0.894047, 0.443879], [-1.150432, 0.425401, 0.364998], [0.221853, -0.136310, -0.001210], [-1.439806, 1.679575, 0.014794], [-2.706342, -0.501600, 0.191977], [0.241381, -1.515818, 1.617660], [1.519500, -1.641880, 0.578877], [0.034896, -2.357832, 0.058684], [0.237808, 0.509565, -2.214278], [-0.534042, -0.994721, -1.883769], [1.235441, -0.761375, -1.844746], [1.567992, 0.736247, 1.436785], [2.230684, 0.470588, -0.154694], [0.998222, 1.904034, 0.209568], [-0.544985, 0.569485, 2.567078], [-0.509051, 2.100742, -0.033146], [-3.378866, 0.500338, -0.464294]],
  "forces_ev_per_a": [[0.7, -0.6, -0.6], [2.1, 2.3, -3.3], [2.1, -3.1, -2.9], [-1.3, -0.7, 1.4], [-1.4, 0.4, 0.0], [2.9, 1.4, -0.3], [0.7, 0.3, 0.0], [-0.8, -0.1, 1.7], [0.9, -0.3, -0.3], [-0.2, 0.6, 0.2], [-0.5, -0.5, 1.6], [-0.7, -0.9, 0.1], [-0.7, -0.4, 0.8], [-0.1, 0.2, 1.7], [-1.8, 1.8, 1.0], [0.7, 0.6, -0.1], [-0.5, -0.2, -1.4], [-2.4, -0.3, 0.0], [0.6, -0.5, 0.4]],
  "mulliken_charge": [-2.037, -1.638, -1.516, -0.177, 1.761, -0.341, -0.226, 0.478, 0.477, 0.394, 0.303, 0.446, 0.411, 0.482, 0.307, 0.458, 0.014, 0.236, 0.168]
}

---

(8)
{
  "formula": "C5H12OS2",
  "method": "ωB97M-V/def2-TZVPD",
  "largest_force_ev_per_a": 3.389,
  "smiles": "C[C@H](O)[C@@H](S)[C@@H](C)S",
  "e_lumo_ev": 0.5,
  "total_energy_ev": -29097.0806,
  "total_charge": 0,
  "symbols": ["C", "C", "O", "C", "S", "C", "C", "S", "H", "H", "H", "H", "H", "H", "H", "H", "H", "H", "H", "H"],
  "coordinates": [[0.720802, -2.251015, -0.125366], [0.454360, -0.817238, 0.360244], [-0.043370, -0.899965, 1.657638], [-0.408011, 0.039865, -0.594952], [-2.197158, -0.369204, -0.384459], [-0.120443, 1.526271, -0.430158], [-0.295156, 1.945034, 1.031700], [1.538512, 1.997827, -0.996393], [1.503276, -2.703735, 0.504115], [1.045834, -2.290214, -1.198246], [-0.217599, -2.803633, -0.100977], [1.487225, -0.453742, 0.456766], [-0.922593, -1.131868, 1.614521], [0.039132, -0.146787, -1.571997], [-2.176932, -1.291724, -1.365516], [-0.842153, 2.049436, -0.967570], [0.391706, 1.400685, 1.735896], [-0.084528, 3.003528, 1.209901], [-1.360923, 1.777486, 1.375469], [1.488020, 1.418994, -2.210616]],
  "forces_ev_per_a": [[-0.2, 0.1, -1.3], [1.1, -1.2, -0.4], [2.8, 1.1, 1.0], [1.6, -0.3, 0.4], [0.7, 0.0, -0.7], [0.2, -0.5, 2.0], [0.0, 0.0, 1.4], [0.1, 0.0, 0.0], [-0.5, 0.0, -0.2], [0.0, 0.2, 0.9], [0.0, -0.4, 0.3], [-0.5, 0.9, -0.1], [-3.3, -0.9, -0.1], [-1.0, -0.6, -0.4], [-0.2, 0.1, 0.2], [-1.1, 1.0, -1.3], [-0.8, 0.3, -0.8], [-0.1, 0.0, -0.4], [1.2, 0.0, -0.4], [-0.1, 0.1, 0.1]],
  "mulliken_charge": [-1.477, 0.222, -0.497, -0.153, -0.181, -0.249, -1.316, -0.183, 0.345, 0.337, 0.343, 0.380, 0.378, 0.325, 0.162, 0.417, 0.305, 0.425, 0.297, 0.122]
}